No. 1
{
  "formula": "C24H31NOSTi",
  "method": "the ωB97M-V functional and the def2-TZVPD basis",
  "homo_lumo_gap_ev": 7.5851,
  "charge": 2,
  "relative_energy_ev": 0.000,
  "spin_multiplicity": 1,
  "elements": ["Ti", "C", "C", "C", "C", "C", "C", "C", "C", "C", "C", "H", "H", "H", "H", "H", "H", "H", "H", "H", "H", "H", "H", "H", "H", "H", "O", "C", "C", "C", "C", "C", "C", "C", "C", "N", "H", "H", "H", "H", "H", "H", "H", "H", "H", "H", "H", "S", "C", "C", "C", "C", "C", "C", "H", "H", "H", "H", "H"],
  "coordinates": [[0.513, -0.387, 0.126], [2.663, 0.096, -0.505], [2.739, -0.863, 0.546], [2.114, -2.056, 0.093], [1.662, -1.839, -1.227], [1.982, -0.496, -1.593], [1.833, 0.084, -2.964], [1.141, -2.897, -2.151], [2.100, -3.348, 0.841], [3.544, -0.705, 1.797], [3.363, 1.416, -0.494], [0.919, -0.248, -3.457], [2.671, -0.242, -3.584], [1.838, 1.171, -2.952], [1.995, -3.393, -2.618], [0.529, -2.491, -2.955], [0.574, -3.664, -1.629], [3.057, -3.853, 0.691], [1.318, -4.019, 0.492], [1.981, -3.200, 1.913], [4.584, -0.957, 1.571], [3.205, -1.365, 2.594], [3.529, 0.318, 2.173], [4.429, 1.240, -0.639], [3.246, 1.936, 0.457], [3.029, 2.069, -1.299], [-0.727, -1.862, 0.889], [-1.977, -2.385, 0.286], [-2.700, -1.244, -0.371], [-1.871, -0.657, -1.549], [-1.582, 0.825, -1.430], [-2.457, 1.786, -1.886], [-2.091, 3.121, -1.810], [-0.849, 3.466, -1.285], [-0.045, 2.471, -0.802], [-0.410, 1.169, -0.858], [-0.748, -1.945, 1.847], [-2.560, -2.849, 1.073], [-1.683, -3.148, -0.422], [-2.895, -0.478, 0.375], [-3.664, -1.606, -0.720], [-2.385, -0.822, -2.492], [-0.913, -1.198, -1.637], [-3.404, 1.487, -2.321], [-2.762, 3.891, -2.173], [-0.514, 4.494, -1.248], [0.908, 2.684, -0.346], [0.783, 0.609, 2.152], [-0.895, 1.212, 2.349], [-1.198, 2.534, 2.034], [-2.470, 3.032, 2.295], [-3.436, 2.222, 2.881], [-3.128, 0.911, 3.216], [-1.862, 0.406, 2.949], [-0.433, 3.184, 1.629], [-2.698, 4.066, 2.065], [-4.419, 2.622, 3.103], [-3.865, 0.290, 3.713], [-1.611, -0.598, 3.269]],
  "lowdin_charge": [0.874, -0.278, -0.311, -0.262, -0.261, -0.269, 0.010, 0.012, 0.013, -0.036, 0.005, 0.088, 0.116, 0.084, 0.118, 0.087, 0.085, 0.118, 0.087, 0.094, 0.119, 0.090, 0.069, 0.117, 0.090, 0.084, -0.162, -0.118, -0.121, -0.086, -0.238, 0.033, 0.021, -0.007, -0.106, -0.002, 0.104, 0.146, 0.131, 0.118, 0.140, 0.145, 0.089, 0.142, 0.136, 0.136, 0.115, 0.857, -0.593, -0.116, -0.046, -0.048, -0.056, -0.123, 0.103, 0.120, 0.121, 0.121, 0.104]
}

***

No. 2
{
  "formula": "C3H6N2O3S2",
  "method": "the ωB97M-V functional and the def2-TZVPD basis",
  "smiles": "N[C@]1(S(=O)(=O)O)N=CCS1",
  "homo_lumo_gap_ev": 9.1671,
  "relative_energy_ev": 0.238,
  "spin_multiplicity": 1,
  "elements": ["C", "C", "C", "N", "N", "O", "O", "O", "S", "S", "H", "H", "H", "H", "H", "H"],
  "coordinates": [[0.446, -0.140, -1.871], [-1.055, -0.225, -1.771], [0.364, 0.817, 0.132], [1.109, 0.294, -0.893], [0.908, 1.802, 0.947], [-0.884, -0.459, 2.312], [-0.534, -1.877, 0.402], [1.413, -1.387, 1.975], [-1.436, 0.896, -0.369], [0.248, -0.964, 1.239], [0.873, -0.529, -2.768], [-1.460, 0.267, -2.703], [-1.202, -1.199, -1.413], [1.763, 2.176, 0.550], [0.985, 1.601, 1.914], [-1.538, -1.073, 2.317]],
  "lowdin_charge": [-0.175, -0.401, -0.761, 0.035, 0.080, -0.187, -0.362, -0.294, 0.930, 0.682, 0.120, 0.104, 0.034, 0.105, 0.079, 0.011]
}

***

No. 3
{
  "formula": "C17H27Br2NO6",
  "method": "the ωB97M-V functional and the def2-TZVPD basis",
  "smiles": "CCC(=O)OCC[C@]1(N=C(C)C)C(=O)O[C@H]([C@H](Br)[C@@H](C)Br)[C@]1(O)COC",
  "homo_lumo_gap_ev": 9.0201,
  "relative_energy_ev": 0.512,
  "spin_multiplicity": 1,
  "elements": ["C", "C", "C", "O", "O", "C", "C", "C", "N", "C", "C", "C", "C", "O", "O", "C", "C", "Br", "C", "C", "Br", "C", "O", "C", "O", "C", "H", "H", "H", "H", "H", "H", "H", "H", "H", "H", "H", "H", "H", "H", "H", "H", "H", "H", "H", "H", "H", "H", "H", "H", "H", "H", "H"],
  "coordinates": [[5.213, -0.844, 1.026], [5.042, 0.411, 0.170], [3.608, 0.864, 0.040], [3.258, 2.013, -0.015], [2.746, -0.169, -0.030], [1.359, 0.205, -0.030], [0.578, -1.074, -0.247], [-0.912, -0.948, -0.560], [-1.466, -2.275, -0.564], [-1.064, -3.302, -1.189], [-0.850, -4.585, -0.437], [-0.852, -3.376, -2.686], [-1.130, -0.120, -1.851], [-0.490, -0.179, -2.858], [-2.159, 0.765, -1.697], [-2.148, 1.218, -0.339], [-1.238, 2.477, -0.184], [-1.932, 3.495, 1.336], [-1.242, 3.364, -1.456], [-1.169, 4.871, -1.242], [0.313, 2.900, -2.548], [-1.825, -0.105, 0.414], [-3.104, -0.759, 0.351], [-1.438, -0.121, 1.875], [-2.360, 0.657, 2.599], [-2.154, 0.575, 3.993], [4.817, -1.725, 0.526], [6.272, -1.023, 1.215], [4.725, -0.738, 1.995], [5.384, 0.183, -0.843], [5.598, 1.248, 0.583], [1.156, 0.683, 0.929], [1.171, 0.934, -0.817], [1.051, -1.579, -1.093], [0.677, -1.752, 0.604], [-1.285, -4.511, 0.557], [-1.228, -5.464, -0.961], [0.233, -4.692, -0.313], [-0.309, -2.514, -3.072], [-0.361, -4.302, -2.980], [-1.849, -3.359, -3.134], [-3.122, 1.533, 0.021], [-0.206, 2.249, 0.065], [-2.124, 3.141, -2.050], [-0.355, 5.156, -0.579], [-0.974, 5.333, -2.210], [-2.121, 5.269, -0.896], [-3.507, -0.707, 1.224], [-1.515, -1.168, 2.201], [-0.407, 0.193, 2.072], [-3.056, 0.919, 4.492], [-1.297, 1.190, 4.288], [-1.953, -0.457, 4.304]],
  "lowdin_charge": [-0.095, -0.137, -0.496, 0.113, 0.006, -0.158, -0.056, -0.277, 0.150, -0.371, -0.032, -0.014, -0.404, 0.111, 0.057, -0.247, -0.607, 0.826, -0.721, -0.224, 0.821, -0.315, 0.010, -0.158, -0.234, -0.092, 0.073, 0.073, 0.079, 0.126, 0.119, 0.120, 0.065, 0.136, 0.138, 0.078, 0.077, 0.091, 0.066, 0.075, 0.097, 0.132, 0.060, 0.098, 0.071, 0.060, 0.057, 0.105, 0.146, 0.126, 0.092, 0.092, 0.091]
}

***

Number 1: DFT total energy -62867.6758 eV. Number 2: DFT total energy -33999.4335 eV. Number 3: DFT total energy -171925.6697 eV.